Entry from OMol25: C12H16N2O4 in the gas phase (the ωB97M-V functional and the def2-TZVPD basis).

Bonds (Å) are listed after each position.
Cartesian coordinates (Å):
1 C -0.68655 3.83962 0.15287  C2 1.543, H19 1.092, H20 1.090, H21 1.115
2 C 0.23492 2.86580 -0.61142  C1 1.543, N3 1.402, C4 1.518, H22 1.070
3 N 0.93046 3.59251 -1.58842  C2 1.402, H23 1.023, H24 1.028
4 C -0.49103 1.62220 -1.09322  C2 1.518, O5 1.209, N6 1.378
5 O -0.61534 1.31065 -2.25498  C4 1.209
6 N -0.97009 0.81355 -0.08598  C4 1.378, C7 1.463, H25 1.009
7 C -1.82245 -0.32848 -0.41500  N6 1.463, C8 1.527, C16 1.560, H26 1.136
8 C -0.98012 -1.46971 -0.98088  C7 1.527, C9 1.538, H27 1.103, H28 1.116
9 C 0.25812 -1.86710 -0.15963  C8 1.538, C10 1.374, C15 1.395
10 C 0.13949 -2.49910 1.05506  C9 1.374, C11 1.366, H29 1.132
11 C 1.21345 -2.76573 1.85612  C10 1.366, C12 1.376, H30 1.076
12 C 2.45516 -2.38256 1.40309  C11 1.376, O13 1.319, C14 1.407
13 O 3.45558 -2.62481 2.22789  C12 1.319, H31 0.961
14 C 2.60937 -1.75471 0.15342  C12 1.407, C15 1.399, H32 1.082
15 C 1.49709 -1.43185 -0.63060  C9 1.395, C14 1.399, H33 1.096
16 C -2.46425 -0.84430 0.90941  C7 1.560, O17 1.199, O18 1.318
17 O -2.14555 -0.47424 2.00404  C16 1.199
18 O -3.46361 -1.67869 0.70384  C16 1.318, H34 0.948
19 H -0.08072 4.54118 0.73061  C1 1.092
20 H -1.40577 3.31109 0.77855  C1 1.090
21 H -1.24926 4.40754 -0.62366  C1 1.115
22 H 0.89113 2.36654 0.07085  C2 1.070
23 H 1.83781 3.18072 -1.81976  N3 1.023
24 H 0.41579 3.53314 -2.47651  N3 1.028
25 H -0.65891 0.92610 0.86687  N6 1.009
26 H -2.64442 0.00051 -1.12603  C7 1.136
27 H -1.60122 -2.37848 -1.05254  C8 1.103
28 H -0.75846 -1.19784 -2.04010  C8 1.116
29 H -0.87653 -2.87759 1.38159  C10 1.132
30 H 1.05202 -3.18650 2.83322  C11 1.076
31 H 4.26756 -2.32372 1.81038  O13 0.961
32 H 3.57589 -1.41688 -0.19688  C14 1.082
33 H 1.64114 -0.89252 -1.57327  C15 1.096
34 H -3.56070 -1.91636 -0.20890  O18 0.948

Results
Electronic energy   -23874.338 eV
ΔE to the lowest compared entry with this formula, charge and spin   20.5 kcal per mole
LUMO   0.493 eV
Frontier orbital gap   0.3344 Ha
SMILES   C[C@H](N)C(=O)N[C@@H](Cc1ccc(O)cc1)C(=O)O